(1)
{
  "formula": "C3H3NO",
  "method": "ωB97M-V with the def2-TZVPD basis set",
  "max_force_ev_per_a": 0.48,
  "charge": 0,
  "e_above_lowest_kcal_mol": 116.27,
  "homo_lumo_gap_ev": 10.61,
  "lumo_ha": 0.02501,
  "homo_energy_ev": -9.9,
  "energy_ev": -6691.4498,
  "species": ["O", "C", "C", "C", "N", "H", "H", "H"],
  "xyz": [[0.871, -1.134, 0.181], [1.276, 0.337, 0.074], [0.049, 0.924, 0.044], [-0.970, -0.073, 0.134], [-0.536, -1.294, 0.138], [1.484, -0.836, -0.695], [-0.132, 1.985, -0.055], [-2.041, 0.091, 0.179]]
}

(2)
{
  "formula": "C23H30N6O",
  "method": "ωB97M-V with the def2-TZVPD basis set",
  "max_force_ev_per_a": 1.05,
  "charge": 0,
  "e_above_lowest_kcal_mol": 22.30,
  "homo_lumo_gap_ev": 8.15,
  "lumo_ha": 0.01930,
  "homo_energy_ev": -7.6,
  "smiles": "CCCCN(C)C(=O)c1nc2ccccn2c1CN1CCN(c2ccccn2)CC1",
  "energy_ev": -35326.5229,
  "species": ["C", "C", "C", "C", "N", "C", "C", "O", "C", "N", "C", "C", "C", "C", "C", "N", "C", "C", "N", "C", "C", "N", "C", "C", "C", "C", "C", "N", "C", "C", "H", "H", "H", "H", "H", "H", "H", "H", "H", "H", "H", "H", "H", "H", "H", "H", "H", "H", "H", "H", "H", "H", "H", "H", "H", "H", "H", "H", "H", "H"],
  "xyz": [[-0.369, -6.758, -1.374], [-0.636, -5.607, -0.411], [-1.090, -4.328, -1.113], [0.010, -3.703, -1.976], [-0.405, -2.430, -2.535], [-1.098, -2.497, -3.796], [-0.125, -1.316, -1.831], [0.473, -1.381, -0.759], [-0.519, 0.015, -2.351], [-1.548, 0.266, -3.202], [-1.606, 1.576, -3.338], [-2.478, 2.372, -4.095], [-2.331, 3.729, -4.059], [-1.322, 4.318, -3.263], [-0.479, 3.541, -2.532], [-0.612, 2.194, -2.581], [0.080, 1.203, -1.954], [1.245, 1.484, -1.074], [0.834, 2.258, 0.096], [1.961, 2.600, 0.958], [2.139, 1.603, 2.101], [0.980, 1.684, 2.963], [1.125, 1.748, 4.310], [0.047, 2.017, 5.178], [0.278, 2.025, 6.534], [1.560, 1.781, 7.018], [2.555, 1.546, 6.088], [2.358, 1.526, 4.783], [-0.272, 1.967, 2.297], [-0.201, 1.535, 0.838], [-0.140, -7.666, -0.819], [0.475, -6.539, -2.023], [-1.242, -6.949, -1.994], [0.266, -5.396, 0.167], [-1.416, -5.909, 0.292], [-1.966, -4.543, -1.730], [-1.380, -3.592, -0.361], [0.889, -3.523, -1.352], [0.280, -4.363, -2.802], [-0.422, -2.863, -4.575], [-1.941, -3.186, -3.717], [-1.474, -1.514, -4.065], [-3.241, 1.886, -4.681], [-2.988, 4.365, -4.631], [-1.224, 5.391, -3.231], [0.293, 3.929, -1.886], [1.980, 2.084, -1.627], [1.701, 0.523, -0.798], [1.775, 3.595, 1.380], [2.872, 2.655, 0.359], [2.246, 0.588, 1.700], [3.021, 1.833, 2.701], [-0.939, 2.220, 4.794], [-0.534, 2.227, 7.219], [1.771, 1.781, 8.075], [3.577, 1.360, 6.396], [-1.079, 1.406, 2.778], [-0.516, 3.039, 2.355], [-1.166, 1.743, 0.363], [-0.030, 0.450, 0.793]]
}

(3)
{
  "formula": "C17H27BBrClF5IN2O9P2",
  "method": "ωB97M-V with the def2-TZVPD basis set",
  "max_force_ev_per_a": 10.30,
  "charge": 0,
  "homo_lumo_gap_ev": 6.01,
  "lumo_ha": -0.10530,
  "homo_energy_ev": -8.9,
  "energy_ev": -162969.4484,
  "species": ["C", "C", "B", "O", "C", "Br", "N", "C", "O", "C", "C", "C", "O", "I", "C", "F", "F", "C", "F", "F", "F", "C", "C", "C", "O", "N", "C", "C", "P", "O", "Cl", "H", "H", "H", "H", "H", "H", "H", "H", "H", "H", "H", "H", "H", "H", "H", "H", "H", "H", "C", "O", "P", "O", "O", "C", "O", "C", "H", "H", "H", "H", "H", "H", "H", "H", "H"],
  "xyz": [[2.251, 0.890, 1.992], [2.197, -0.079, 0.632], [0.626, 0.059, 0.056], [0.108, 1.471, 0.151], [-0.234, -1.168, -0.619], [-0.238, -0.512, -2.556], [0.825, -2.247, -0.733], [0.203, -3.468, -0.118], [0.993, -4.532, -0.146], [-1.349, -3.186, 0.341], [-1.201, -3.502, 1.979], [0.255, -3.126, 2.618], [0.772, -1.922, 2.842], [1.559, -4.812, 3.290], [-2.152, -4.399, -0.388], [-1.688, -5.782, 0.024], [-3.556, -4.360, 0.177], [-2.214, -4.478, -1.999], [-1.359, -3.590, -2.794], [-3.601, -4.342, -2.589], [-1.818, -5.868, -2.462], [-1.715, -1.604, 0.033], [-2.197, -0.612, 1.238], [-3.675, -0.873, 1.877], [-4.332, -2.023, 2.009], [-4.396, 0.357, 2.470], [-4.654, 0.098, 3.942], [-5.663, 0.673, 1.706], [-2.865, -1.100, -1.397], [-3.132, 0.661, -1.414], [-4.881, -1.795, -1.175], [1.180, 0.779, 2.498], [3.128, 0.571, 2.730], [2.332, 2.031, 1.679], [2.459, -1.153, 1.008], [3.000, 0.262, -0.149], [0.369, 1.980, -0.695], [0.985, -2.423, -1.756], [-1.351, -4.660, 2.231], [-2.008, -2.969, 2.635], [-1.427, -0.730, 2.143], [-2.167, 0.545, 0.980], [-3.862, -0.723, 4.280], [-4.498, 1.044, 4.622], [-5.709, -0.399, 4.061], [-6.184, -0.245, 1.203], [-6.486, 1.190, 2.398], [-5.387, 1.490, 0.891], [-2.272, 1.122, -1.186], [4.419, 6.097, -3.350], [5.151, 5.391, -2.361], [5.137, 3.663, -2.283], [4.010, 3.624, -3.328], [4.427, 3.661, -0.795], [4.115, 4.831, -0.076], [5.123, 1.935, -2.205], [4.569, 1.157, -3.249], [4.627, 7.160, -3.226], [4.733, 5.798, -4.350], [3.345, 5.950, -3.207], [3.376, 5.434, -0.609], [5.021, 5.408, 0.122], [3.683, 4.539, 0.885], [5.000, 1.452, -4.211], [3.481, 1.250, -3.258], [4.813, 0.109, -3.061]]
}

(4)
{
  "formula": "C22H75BN5O13Y",
  "method": "ωB97M-V with the def2-TZVPD basis set",
  "max_force_ev_per_a": 4.79,
  "charge": 0,
  "homo_lumo_gap_ev": 7.47,
  "lumo_ha": -0.03080,
  "homo_energy_ev": -8.3,
  "energy_ev": -59812.4446,
  "species": ["Y", "B", "H", "H", "H", "H", "O", "C", "C", "O", "H", "H", "H", "H", "C", "C", "C", "O", "C", "N", "H", "H", "H", "H", "H", "H", "H", "H", "H", "H", "H", "C", "C", "C", "O", "C", "N", "H", "H", "H", "H", "H", "H", "H", "H", "H", "H", "H", "C", "C", "C", "O", "C", "N", "H", "H", "H", "H", "H", "H", "H", "H", "H", "H", "H", "C", "C", "C", "O", "C", "N", "H", "H", "H", "H", "H", "H", "H", "H", "H", "H", "H", "C", "C", "C", "O", "C", "N", "H", "H", "H", "H", "H", "H", "H", "H", "H", "H", "H", "O", "H", "H", "O", "H", "H", "O", "H", "H", "O", "H", "H", "O", "H", "H", "O", "H", "H"],
  "xyz": [[-2.584, 2.124, -0.039], [-2.624, 5.104, -0.455], [-2.582, 5.632, -1.422], [-3.348, 5.561, 0.243], [-2.787, 4.028, -0.600], [-1.679, 5.183, 0.104], [-1.441, 0.575, 1.477], [-0.081, 0.433, 1.017], [0.460, 1.452, -0.169], [-0.285, 2.646, -0.445], [-0.014, -0.609, 0.695], [0.634, 0.600, 1.825], [0.558, 0.955, -1.138], [1.499, 1.755, -0.019], [3.310, 4.772, -0.298], [3.532, 4.426, -1.805], [2.860, 3.085, -2.258], [3.032, 3.145, -3.662], [2.624, 1.943, -4.322], [3.035, 5.560, -2.564], [2.266, 4.828, 0.004], [3.912, 5.628, 0.005], [3.730, 3.918, 0.240], [4.605, 4.325, -1.979], [1.839, 2.952, -1.895], [3.439, 2.231, -1.901], [1.902, 2.166, -5.108], [2.238, 1.227, -3.597], [3.542, 1.583, -4.787], [3.800, 6.179, -2.801], [2.958, 5.054, -3.440], [-3.793, -5.607, -2.727], [-3.069, -4.483, -2.072], [-1.656, -4.812, -1.568], [-1.066, -3.702, -0.815], [0.222, -4.064, -0.298], [-2.981, -3.350, -3.017], [-3.699, -6.443, -2.034], [-3.417, -5.806, -3.732], [-4.834, -5.383, -2.956], [-3.683, -4.141, -1.237], [-0.911, -5.040, -2.332], [-1.679, -5.656, -0.875], [0.642, -3.257, 0.302], [0.872, -4.301, -1.143], [0.187, -4.948, 0.341], [-2.505, -3.716, -3.832], [-2.394, -2.574, -2.741], [4.604, 0.598, 2.027], [3.906, -0.629, 2.671], [4.799, -1.905, 2.534], [5.196, -2.313, 1.243], [4.020, -2.670, 0.439], [3.598, -0.115, 3.991], [4.918, 0.447, 0.994], [5.510, 0.721, 2.621], [3.959, 1.469, 2.139], [2.994, -0.852, 2.109], [4.424, -2.687, 3.199], [5.805, -1.739, 2.928], [3.666, -1.779, -0.079], [3.194, -3.133, 0.984], [4.219, -3.529, -0.203], [3.252, 0.824, 3.859], [2.866, -0.683, 4.394], [-3.408, 0.966, -5.725], [-3.029, -0.229, -4.873], [-1.487, -0.124, -4.482], [-1.249, -1.216, -3.636], [0.115, -1.293, -3.191], [-3.830, -0.249, -3.624], [-4.472, 1.008, -5.961], [-2.781, 1.023, -6.615], [-3.179, 1.949, -5.307], [-3.082, -1.108, -5.516], [-1.117, 0.801, -4.033], [-0.808, -0.148, -5.340], [0.371, -0.453, -2.546], [0.838, -1.564, -3.961], [0.189, -2.143, -2.510], [-4.773, 0.009, -3.882], [-3.881, -1.216, -3.322], [0.553, -1.271, 7.002], [0.385, -1.654, 5.518], [-0.954, -2.475, 5.370], [-1.108, -2.898, 4.069], [-2.420, -3.495, 3.822], [0.355, -0.430, 4.767], [1.315, -0.517, 7.200], [0.692, -2.153, 7.626], [-0.360, -0.746, 7.291], [1.262, -2.192, 5.156], [-1.709, -1.783, 5.750], [-0.902, -3.307, 6.077], [-3.112, -2.709, 3.519], [-2.801, -3.903, 4.759], [-2.428, -4.243, 3.031], [-0.448, 0.109, 5.069], [0.144, -0.608, 3.793], [-2.631, 3.223, 2.087], [-3.122, 3.919, 2.530], [-2.323, 2.649, 2.795], [0.396, 5.351, -1.590], [0.062, 4.450, -1.564], [1.311, 5.262, -1.881], [-2.750, 0.084, -1.092], [-2.159, -0.671, -1.020], [-3.111, 0.031, -1.992], [0.019, 5.782, 1.484], [0.308, 4.869, 1.413], [0.111, 5.995, 2.416], [-2.847, -0.027, 4.075], [-2.583, 0.774, 4.531], [-2.367, 0.000, 3.240], [-2.620, -2.121, 1.060], [-1.913, -1.594, 1.446], [-2.184, -2.918, 0.747]]
}

(5)
{
  "formula": "C34H30IN6O6PtS2",
  "method": "ωB97M-V with the def2-TZVPD basis set",
  "max_force_ev_per_a": 5.97,
  "charge": 3,
  "e_above_lowest_kcal_mol": 53.74,
  "homo_lumo_gap_ev": [5.80, 1.70],
  "lumo_ha": [-0.33226, -0.48307],
  "homo_energy_ev": [-14.8, -14.8],
  "energy_ev": -89959.9120,
  "multiplicity": 5,
  "species": ["Pt", "O", "C", "O", "C", "C", "C", "C", "C", "C", "N", "C", "C", "C", "C", "C", "C", "N", "H", "H", "H", "H", "H", "H", "H", "H", "H", "H", "N", "C", "C", "C", "C", "C", "C", "S", "N", "C", "C", "C", "C", "C", "C", "N", "H", "H", "H", "H", "H", "H", "H", "H", "H", "N", "C", "O", "C", "I", "H", "H", "H", "H", "C", "C", "C", "C", "C", "C", "C", "S", "O", "O", "O", "H", "H", "H", "H", "H", "H", "H"],
  "xyz": [[1.515, 0.174, -0.673], [0.020, -4.291, 5.877], [0.003, -4.194, 4.571], [-0.323, -5.110, 3.861], [0.408, -2.885, 3.925], [0.835, -1.739, 4.593], [1.246, -0.619, 3.888], [1.214, -0.622, 2.489], [0.717, -1.751, 1.838], [0.335, -2.868, 2.533], [1.662, 0.387, 1.652], [1.973, 1.567, 2.033], [2.358, 2.582, 1.073], [2.799, 3.846, 1.472], [2.950, 4.839, 0.519], [2.662, 4.544, -0.806], [2.296, 3.245, -1.131], [2.171, 2.302, -0.221], [0.295, -3.500, 6.361], [0.865, -1.698, 5.673], [1.596, 0.242, 4.436], [0.646, -1.694, 0.768], [-0.010, -3.753, 2.024], [1.907, 1.885, 3.073], [3.001, 4.043, 2.515], [3.259, 5.834, 0.803], [2.712, 5.298, -1.576], [2.066, 2.978, -2.154], [-1.345, -3.490, -1.070], [-2.686, -3.127, -0.967], [-3.667, -4.094, -0.769], [-4.995, -3.722, -0.626], [-5.361, -2.382, -0.674], [-4.399, -1.413, -0.906], [-3.068, -1.778, -1.062], [-1.867, -0.538, -1.418], [-0.467, -1.335, -1.319], [-0.309, -2.625, -1.173], [1.078, -3.124, -1.087], [1.379, -4.488, -1.073], [2.695, -4.898, -0.920], [3.685, -3.938, -0.803], [3.308, -2.600, -0.831], [2.054, -2.200, -0.963], [-1.157, -4.483, -0.997], [-3.397, -5.139, -0.737], [-5.749, -4.481, -0.480], [-6.394, -2.098, -0.551], [-4.672, -0.373, -0.979], [0.610, -5.239, -1.172], [2.940, -5.949, -0.884], [4.722, -4.206, -0.676], [4.055, -1.828, -0.717], [6.099, 0.741, -1.885], [4.773, 0.663, -1.918], [4.106, 0.335, -0.941], [4.171, 1.026, -3.268], [2.133, 0.306, -3.471], [6.597, 0.557, -1.023], [6.643, 0.988, -2.696], [4.734, 0.583, -4.091], [4.155, 2.112, -3.387], [-5.621, 5.169, -1.845], [-4.513, 4.385, -1.260], [-4.634, 3.751, -0.011], [-3.615, 2.955, 0.485], [-2.459, 2.786, -0.264], [-2.297, 3.433, -1.480], [-3.314, 4.225, -1.975], [-1.128, 1.733, 0.317], [-0.361, 2.416, 1.323], [-1.709, 0.456, 0.748], [-0.334, 1.464, -0.931], [-6.274, 5.599, -1.089], [-6.243, 4.508, -2.458], [-5.253, 5.948, -2.510], [-5.535, 3.889, 0.570], [-3.714, 2.464, 1.441], [-1.379, 3.290, -2.025], [-3.195, 4.724, -2.924]]
}

(6)
{
  "formula": "C6H14N7",
  "method": "ωB97M-V with the def2-TZVPD basis set",
  "max_force_ev_per_a": 6.40,
  "charge": 1,
  "e_above_lowest_kcal_mol": 104.84,
  "homo_lumo_gap_ev": [5.73, 4.97],
  "lumo_ha": [-0.10682, -0.27216],
  "homo_energy_ev": [-8.6, -12.4],
  "energy_ev": -16862.7695,
  "multiplicity": 3,
  "species": ["C", "C", "C", "C", "C", "C", "N", "N", "N", "N", "N", "N", "N", "H", "H", "H", "H", "H", "H", "H", "H", "H", "H", "H", "H", "H", "H"],
  "xyz": [[-0.649, 2.552, -0.635], [1.321, 4.534, 1.239], [-1.868, -2.115, 0.452], [1.648, 1.612, 0.460], [-0.656, -1.416, -0.400], [1.137, 0.402, -0.288], [-1.503, 1.928, -0.223], [0.454, 4.790, 1.931], [-2.287, -3.176, -0.356], [0.453, 3.027, -1.069], [2.201, 3.999, 0.450], [1.663, 2.818, -0.393], [-0.127, -0.132, 0.377], [-1.396, -2.414, 1.404], [-2.635, -1.479, 0.766], [1.201, 1.691, 1.526], [2.731, 1.467, 0.727], [-0.897, -0.872, -1.373], [0.225, -2.145, -0.730], [1.853, -0.413, -0.253], [0.828, 0.727, -1.340], [-2.366, -3.139, -1.330], [-2.960, -3.782, 0.077], [0.749, 3.698, -1.757], [3.136, 4.331, 0.371], [-0.948, 0.601, 0.172], [0.029, -0.536, 1.309]]
}